[1]
{"formula": "C4H6N2O", "method": "wB97M-V/def2-TZVPD", "smiles": "Nc1c[nH]c(O)c1", "orbital_gap_ev": 7.869, "lumo_energy_ev": 0.80, "symbols": ["N", "C", "C", "N", "C", "O", "C", "H", "H", "H", "H", "H", "H"], "positions_angstrom": [[-2.18740, 0.48357, -0.14565], [-0.84152, 0.25414, -0.21847], [-0.57285, -1.10770, -0.01433], [0.77645, -1.15027, 0.34678], [1.29616, 0.07460, 0.23906], [2.58241, 0.24050, 0.59879], [0.35031, 1.00703, -0.17893], [-2.68888, 1.18963, -0.66837], [-2.45836, -0.48169, 0.11557], [-0.87249, -1.76588, -0.82780], [1.27319, -1.96399, 0.65888], [2.82078, 1.15096, 0.39802], [0.52219, 2.06909, -0.30353]]}

[2]
{"formula": "C4H7NO3", "method": "wB97M-V/def2-TZVPD", "smiles": "NC(=O)[C@@]1(O)C[C@H]1O", "orbital_gap_ev": 10.474, "lumo_energy_ev": 0.68, "symbols": ["C", "C", "C", "C", "H", "H", "H", "H", "H", "H", "H", "N", "O", "O", "O"], "positions_angstrom": [[1.33236, 0.25381, -0.12466], [0.04163, -0.79393, -0.08357], [-0.80194, -0.65437, 1.12912], [-1.23792, -0.39317, -0.38325], [0.20538, 1.94930, 0.34981], [1.81918, 2.33041, 0.11883], [1.53069, -1.87519, -0.65548], [-0.16611, 0.12827, 1.75125], [-1.15019, -1.55777, 1.73833], [-1.76599, -1.13647, -0.89755], [-2.26209, 1.44217, -0.80988], [1.05188, 1.58002, 0.18994], [2.40415, -0.22509, -0.59354], [0.52004, -1.94520, -0.63701], [-1.52107, 0.89723, -1.09233]]}

[3]
{"formula": "C2H3N3", "method": "wB97M-V/def2-TZVPD", "smiles": "c1nc[nH]n1", "orbital_gap_ev": 10.931, "lumo_energy_ev": 1.00, "symbols": ["C", "C", "N", "N", "N", "H", "H", "H"], "positions_angstrom": [[0.63943, -0.64905, 0.85723], [-0.27599, 0.96894, -0.14276], [0.43552, 0.66827, 0.92611], [0.18333, -1.24366, -0.24214], [-0.40059, -0.25036, -0.95572], [1.16350, -1.09741, 1.63389], [-0.58344, 1.97308, -0.49166], [-1.16176, -0.36982, -1.58496]]}

[4]
{"formula": "CH2N4", "method": "wB97M-V/def2-TZVPD", "orbital_gap_ev": 8.261, "lumo_energy_ev": -0.98, "symbols": ["C", "N", "N", "N", "N", "H", "H"], "positions_angstrom": [[1.10107, 0.03110, 0.05866], [-2.00825, -0.07223, -0.24591], [-1.38831, 1.01507, -0.14613], [-1.01189, -0.94097, 0.06000], [-0.15034, 0.08516, 0.26425], [1.60171, -0.95144, -0.15250], [1.85602, 0.83331, 0.16163]]}

[5]
{"formula": "C2H3NOS", "method": "wB97M-V/def2-TZVPD", "smiles": "C=NOC=S", "orbital_gap_ev": 8.883, "lumo_energy_ev": -0.50, "symbols": ["C", "C", "H", "H", "H", "N", "O", "S"], "positions_angstrom": [[2.68884, -0.17718, 0.15667], [-0.61513, 0.32843, 0.21615], [3.63891, 0.18564, 0.13755], [2.71421, -1.24281, 0.20903], [-0.31765, 1.35457, 0.41758], [1.63640, 0.48709, -0.26652], [0.63870, -0.37504, -0.09274], [-2.19013, -0.10089, -0.02459]]}

[6]
{"formula": "C7H10N3S", "method": "wB97M-V/def2-TZVPD", "orbital_gap_ev": 7.789, "charge": 1, "lumo_energy_ev": -4.84, "symbols": ["C", "C", "C", "C", "C", "C", "C", "N", "N", "N", "S", "H", "H", "H", "H", "H", "H", "H", "H", "H", "H"], "positions_angstrom": [[1.17743, -1.81760, -1.74086], [0.34975, -1.74172, -0.62541], [-0.21228, -0.62392, 1.62248], [-0.93646, 0.54891, 2.11994], [0.07407, -0.83008, 0.35976], [-1.27332, 1.63202, 0.03305], [1.15833, 1.72285, -0.23545], [-1.43247, 1.47936, 1.43454], [-0.38935, -2.92831, -0.86196], [-0.07550, 1.01661, -0.53211], [0.59509, -3.36377, -2.19206], [1.89459, -1.18034, -2.21219], [0.04839, -1.37219, 2.36255], [-1.12769, 0.57771, 3.18390], [-2.17422, 1.22703, -0.44923], [-1.25528, 2.71565, -0.16123], [1.23340, 1.88788, 0.83793], [2.01267, 1.13631, -0.56408], [1.17623, 2.69447, -0.73443], [-0.68026, -3.56436, -0.12977], [-0.16312, 0.78350, -1.51538]]}

In eV, the HOMO level values for the records above are, in order, -7.067, -9.798, -9.932, -9.237, -9.384, -12.629.